Computed, not measured: 2 unconnected molecules or ions with the total composition C4H14N2O at a distorted geometry, with wB97M-V/def2-TZVPD.

```
! RIJCOSX wB97M-V def2-TZVPD def2/J DEFGRID3
* xyz 0 1
O 3.07 0.09 -5.49
N -0.41 -1.48 0.34
N -1.77 0.88 1.09
C -0.70 0.96 0.07
C 0.26 -0.21 0.17
C 0.45 -2.49 0.91
C -1.75 1.93 2.07
H -0.79 1.90 2.60
H -1.21 0.98 -0.90
H 3.84 -0.11 -6.03
H 0.97 -0.03 1.01
H 0.02 -3.48 0.75
H 0.71 -2.31 1.97
H 0.89 -0.22 -0.71
H -1.88 2.94 1.66
H 3.39 -0.03 -4.59
H -2.48 1.80 2.87
H -0.16 1.90 0.24
H 1.42 -2.45 0.39
H -1.21 -1.28 0.92
H -2.66 0.72 0.64
*
```

## Properties
E_HOMO in eV: -8.4034
SMILES string: CNCCNC.O
Electronic energy in eV: -9401.911
Energy above the lowest of the compared OMol25 structures with the same formula, charge and spin in eV: 1.696
LUMO in eV: 0.85
Maximum force in Eh/bohr: 0.0271